The following is a quantum chemistry calculation of C50H64AuN5O2P3Te as an isolated structure in a non-equilibrium geometry, from the Open Molecules 2025 dataset.

Geometry as ORCA input:
```
! RIJCOSX wB97M-V def2-TZVPD def2/J DEFGRID3
* xyz 2 4
Au 0.59 -1.05 1.70
N 1.67 0.47 3.92
P 0.32 1.06 2.90
C 1.18 2.42 2.09
C 1.16 2.57 0.71
C 1.88 3.60 0.12
C 2.60 4.48 0.90
C 2.61 4.34 2.28
C 1.91 3.31 2.87
C -0.62 1.69 4.31
C -0.71 0.96 5.50
C -1.45 1.46 6.56
C -2.09 2.69 6.45
C -1.99 3.41 5.27
C -1.27 2.91 4.20
P 2.25 -0.96 3.32
C 2.57 -2.10 4.66
C 3.67 -1.89 5.48
C 3.88 -2.71 6.57
C 3.00 -3.76 6.83
C 1.92 -3.99 5.99
C 1.70 -3.16 4.91
C 3.79 -0.74 2.42
C 4.26 0.53 2.11
C 5.37 0.67 1.29
C 5.99 -0.45 0.77
C 5.52 -1.72 1.08
C 4.42 -1.87 1.90
H 2.07 0.94 4.73
H 0.60 1.87 0.10
H 1.87 3.70 -0.96
H 3.14 5.29 0.44
H 3.17 5.03 2.89
H 1.91 3.22 3.95
H -0.21 0.01 5.59
H -1.52 0.89 7.48
H -2.65 3.08 7.28
H -2.47 4.37 5.19
H -1.21 3.48 3.28
H 4.37 -1.09 5.28
H 4.73 -2.55 7.21
H 3.17 -4.41 7.67
H 1.25 -4.81 6.19
H 0.85 -3.32 4.26
H 3.77 1.40 2.51
H 5.74 1.66 1.07
H 6.85 -0.33 0.13
H 6.02 -2.59 0.68
H 4.07 -2.86 2.14
C -2.47 -2.88 -1.36
N -1.33 -3.74 -1.13
C -1.59 -5.14 -1.44
P 0.17 -3.10 -1.02
O 0.11 -1.86 -0.16
N 1.19 -4.22 -0.36
C 0.91 -4.70 0.98
C 2.00 -5.13 -1.14
N 0.73 -2.65 -2.50
C 0.38 -3.33 -3.73
C 1.94 -1.86 -2.58
H -3.31 -3.24 -0.77
H -2.75 -2.88 -2.41
H -2.23 -1.87 -1.04
H -2.38 -5.52 -0.79
H -0.70 -5.74 -1.27
H -1.90 -5.28 -2.48
H 0.28 -4.00 1.52
H 1.85 -4.82 1.53
H 0.40 -5.67 0.95
H 2.20 -4.72 -2.12
H 1.53 -6.11 -1.25
H 2.96 -5.28 -0.63
H -0.55 -3.88 -3.61
H 1.16 -4.01 -4.05
H 0.23 -2.59 -4.52
H 2.11 -1.34 -1.64
H 1.83 -1.12 -3.37
H 2.81 -2.48 -2.80
C -2.84 -0.04 2.64
C -2.14 0.62 1.49
O -1.11 1.35 1.67
N -2.64 0.46 0.34
Te -1.72 1.65 -1.30
C -0.73 2.88 -2.77
C 0.61 2.65 -3.05
C 1.44 1.57 -2.42
C 1.22 3.45 -4.02
C 0.53 4.45 -4.67
C 1.19 5.30 -5.71
C -0.80 4.67 -4.33
C -1.45 3.90 -3.38
C -2.88 4.20 -3.05
C -3.17 0.86 -2.56
C -2.80 0.10 -3.67
C -1.38 -0.16 -4.06
C -3.82 -0.43 -4.45
C -5.16 -0.23 -4.15
C -6.24 -0.82 -4.99
C -5.47 0.54 -3.03
C -4.49 1.09 -2.23
C -4.88 1.93 -1.06
H -3.39 0.73 3.19
H -2.13 -0.49 3.34
H -3.53 -0.79 2.28
H 0.98 1.14 -1.53
H 2.41 1.96 -2.13
H 1.61 0.76 -3.12
H 2.26 3.28 -4.26
H 2.20 4.95 -5.93
H 1.26 6.33 -5.37
H 0.62 5.30 -6.64
H -1.34 5.47 -4.82
H -3.14 5.19 -3.39
H -3.06 4.17 -1.97
H -3.55 3.48 -3.52
H -0.74 -0.39 -3.20
H -0.95 0.69 -4.58
H -1.34 -1.02 -4.73
H -3.55 -1.02 -5.31
H -5.84 -1.34 -5.85
H -6.92 -0.05 -5.34
H -6.83 -1.53 -4.41
H -6.50 0.73 -2.79
H -5.64 2.64 -1.36
H -4.04 2.50 -0.63
H -5.29 1.31 -0.27
*
```

## Properties
HOMO energy (spin up / spin down) = -12.03 / -13.17 eV
ΔE to the lowest compared entry with this formula, charge and spin = 0.000 eV
calculated total energy = -3795.2401 a.u.



The following is a quantum chemistry calculation of C50H66FeN3OP3S3Si as an isolated structure, from the Open Molecules 2025 dataset.

Geometry as ORCA input:
```
! RIJCOSX wB97M-V def2-TZVPD def2/J DEFGRID3
* xyz 1 6
Fe -0.34 0.10 0.02
C -3.87 -0.23 2.23
C -4.03 -0.85 0.84
C -4.82 0.13 -0.04
P -2.43 -1.49 0.09
C -2.20 -3.18 0.89
C -2.07 -4.31 -0.13
C -3.23 -3.58 1.95
C -2.92 -1.85 -1.63
C -4.08 -2.57 -1.92
C -4.42 -2.90 -3.22
C -3.58 -2.51 -4.26
C -2.44 -1.78 -3.98
C -2.09 -1.43 -2.67
Si -0.58 -0.31 -2.80
C 0.92 -1.24 -3.33
C 1.39 -0.87 -4.53
C 2.81 -0.34 -4.52
C 3.69 -1.36 -3.89
C 3.29 -1.73 -2.69
C 2.01 -1.11 -2.21
P 1.53 -1.51 -0.46
C 1.37 -3.36 -0.31
C 0.98 -3.96 -1.67
C 2.56 -4.12 0.26
C 2.93 -1.00 0.66
C 4.37 -1.29 0.23
C 2.87 0.46 1.11
C -1.29 1.43 -3.19
C -1.80 2.06 -4.44
C -1.94 3.41 -4.53
C -1.60 4.39 -3.55
C -0.95 4.30 -2.29
C -0.25 3.25 -1.73
P 0.27 3.10 0.02
C -0.94 3.97 1.15
C -1.76 5.17 0.67
C -1.88 2.97 1.83
C 1.78 4.18 0.13
C 1.53 5.69 0.13
C 2.78 3.83 -0.97
H -4.86 0.00 2.63
H -3.29 0.69 2.19
H -3.35 -0.88 2.94
H -4.64 -1.75 0.93
H -4.51 1.17 0.11
H -5.87 0.11 0.27
H -4.79 -0.10 -1.10
H -1.25 -3.05 1.41
H -3.05 -4.61 -0.51
H -1.64 -5.19 0.36
H -1.46 -4.05 -0.98
H -4.22 -3.75 1.52
H -3.31 -2.87 2.76
H -2.92 -4.53 2.39
H -4.73 -2.89 -1.11
H -5.32 -3.46 -3.43
H -3.83 -2.77 -5.28
H -1.81 -1.48 -4.82
H 0.76 -0.71 -5.39
H 3.15 0.00 -5.50
H 4.57 -1.76 -4.39
H 3.79 -2.48 -2.10
H 0.54 -3.48 0.39
H 1.85 -4.03 -2.32
H 0.21 -3.39 -2.19
H 0.60 -4.97 -1.52
H 3.43 -4.06 -0.39
H 2.29 -5.18 0.33
H 2.84 -3.79 1.26
H 2.69 -1.62 1.53
H 4.63 -0.76 -0.69
H 4.58 -2.35 0.08
H 5.04 -0.94 1.01
H 3.25 1.14 0.36
H 3.51 0.58 1.99
H 1.86 0.78 1.39
H -2.14 1.44 -5.26
H -2.39 3.81 -5.43
H -1.94 5.39 -3.78
H -1.02 5.21 -1.70
H -0.24 4.33 1.92
H -2.49 4.86 -0.08
H -1.16 5.98 0.25
H -2.31 5.58 1.52
H -2.76 2.80 1.21
H -2.24 3.39 2.77
H -1.39 2.02 2.05
H 2.22 3.90 1.10
H 1.06 6.00 -0.81
H 2.48 6.21 0.20
H 0.91 6.02 0.96
H 2.38 4.10 -1.95
H 3.04 2.78 -1.00
H 3.70 4.40 -0.82
O -1.98 1.31 -0.86
C -2.45 1.60 -2.19
C 0.04 2.06 -2.62
C 0.91 2.56 -3.75
C 2.06 2.05 -4.14
C 2.71 0.88 -3.51
C 2.03 0.45 -2.20
N 0.59 0.84 -1.96
H -2.71 1.39 -0.23
H -2.80 2.63 -2.19
H -3.27 0.93 -2.45
H 0.54 3.44 -4.25
H 2.59 2.53 -4.96
H 3.74 1.14 -3.26
H 2.62 0.84 -1.37
S 2.93 1.77 6.39
C 1.97 0.80 5.47
S 1.25 1.41 4.00
C 0.57 -0.15 3.65
N 0.82 -1.02 4.56
N 1.59 -0.51 5.58
C 1.91 -1.44 6.63
C 1.74 -2.80 6.37
C 2.04 -3.72 7.36
C 2.50 -3.31 8.60
C 2.66 -1.96 8.85
C 2.37 -1.01 7.87
S -0.49 -0.54 2.32
H 1.38 -3.13 5.41
H 1.90 -4.78 7.15
H 2.73 -4.04 9.37
H 3.01 -1.62 9.81
H 2.49 0.03 8.08
*
```

## Properties
HOMO energy (spin up / spin down) = -9.38 / -9.43 eV
calculated total energy = -5955.9067 a.u.